C33H35BaF6N3O7STe | ωB97M-V/def2-TZVPD

Computed properties:
HOMO level = -1.6 eV
Energy above the lowest of the compared OMol25 structures with the same formula, charge and spin = 11.72 kcal per mole
Total energy = -88724.3078 eV

ORCA input file:
```
! wB97M-V def2-TZVPD RIJCOSX def2/J DEFGRID3
* xyz -2 1
Ba -0.67 0.59 -0.18
O -4.53 -0.11 4.52
C -3.45 0.38 5.08
O -3.33 0.48 6.29
C -2.36 0.79 4.17
C -1.14 1.31 4.58
N -0.43 1.56 3.48
N -1.09 1.23 2.37
C -2.26 0.76 2.76
C -3.21 0.27 1.70
O -4.28 -0.27 2.08
O -2.85 0.45 0.51
H -4.43 -0.15 3.49
H -0.79 1.51 5.58
H 0.56 1.84 3.35
O 2.21 1.96 2.61
H 2.21 2.72 2.01
H 2.12 1.23 1.96
C 4.01 -0.88 0.21
S 2.13 -1.22 0.19
C 2.14 -1.27 -1.62
O 1.72 0.19 0.56
H 4.20 0.12 -0.20
H 4.55 -1.64 -0.36
H 4.32 -0.92 1.25
H 2.68 -2.17 -1.92
H 2.64 -0.37 -1.99
H 1.11 -1.28 -1.96
C -2.63 -1.18 -2.85
C -1.55 -0.16 -3.27
O -0.70 0.19 -2.30
C -0.76 -0.79 -4.46
F -0.12 -1.91 -4.03
F -1.51 -1.19 -5.52
F 0.19 0.02 -4.95
C -2.29 1.10 -3.82
F -1.44 2.08 -4.17
F -3.07 0.85 -4.91
F -3.11 1.60 -2.88
H -2.12 -2.07 -2.47
H -3.28 -1.46 -3.67
H -3.21 -0.74 -2.03
C -0.50 9.22 0.44
C -0.09 7.79 0.23
C -0.98 6.84 -0.26
C -0.60 5.53 -0.50
C -1.64 4.57 -1.03
C 0.71 5.10 -0.24
Te 1.31 3.11 -0.72
C 1.60 6.05 0.30
C 3.02 5.71 0.70
C 1.19 7.36 0.52
H -1.56 9.36 0.25
H 0.06 9.88 -0.23
H -0.29 9.54 1.47
H -2.00 7.14 -0.48
H -2.59 5.07 -1.19
H -1.79 3.74 -0.34
H -1.31 4.13 -1.97
H 3.30 4.73 0.33
H 3.13 5.73 1.79
H 3.72 6.44 0.28
H 1.91 8.07 0.93
N 0.12 -1.74 0.27
C -0.34 -2.84 0.64
C 0.13 -4.18 0.12
C 0.16 -5.31 0.94
C 0.62 -6.52 0.45
C 1.05 -6.63 -0.87
C 1.01 -5.51 -1.69
C 0.56 -4.30 -1.20
C -1.40 -2.95 1.71
C -2.62 -3.58 1.46
C -3.56 -3.70 2.47
C -3.28 -3.25 3.75
C -2.06 -2.64 4.01
C -1.13 -2.47 2.99
H -0.19 -5.23 1.96
H 0.64 -7.39 1.10
H 1.39 -7.58 -1.25
H 1.34 -5.58 -2.72
H 0.51 -3.43 -1.84
H -2.84 -3.95 0.47
H -4.52 -4.16 2.26
H -4.01 -3.34 4.54
H -1.84 -2.27 5.00
H -0.19 -1.97 3.17
*
```